The following is a DFT calculation (ωB97M-V/def2-TZVPD) of C26H35FMnN6SSi as an isolated structure in a non-equilibrium geometry.

Results
**Orbital gap (spin up / spin down)**: 5.0 / 5.8 eV
**Net charge**: 0
**Spin multiplicity**: 6

```
71
C26H35FMnN6SSi, DFT ωB97M-V/def2-TZVPD
Mn -0.014 0.886 0.224
C 2.024 0.431 4.376
C 1.094 0.690 3.218
N 1.469 1.256 2.070
N 2.751 1.624 1.881
C 3.197 2.129 0.722
N 4.544 2.408 0.656
S 2.215 2.367 -0.620
C -0.264 0.303 3.300
C -0.819 -0.344 4.432
C -2.159 -0.605 4.490
C -2.976 -0.221 3.417
C -2.369 0.351 2.320
N -1.065 0.579 2.215
H 2.909 1.068 4.354
H 2.346 -0.612 4.371
H 1.516 0.631 5.317
H 3.445 1.408 2.597
H 4.985 2.746 1.500
H 4.799 2.921 -0.174
H -0.177 -0.640 5.246
H -2.587 -1.092 5.354
H -4.042 -0.383 3.437
H -2.973 0.640 1.464
C 1.230 1.730 -4.189
Si 0.233 0.387 -3.248
C -1.061 -0.433 -4.411
C 1.568 -0.903 -2.833
N -0.520 1.069 -1.812
C -1.259 2.195 -1.991
C -1.789 2.659 -3.216
C -2.489 3.841 -3.309
C -2.718 4.643 -2.198
C -2.234 4.229 -0.968
C -1.543 3.045 -0.907
F -1.014 2.627 0.320
H 1.859 1.274 -4.949
H 1.887 2.240 -3.489
H 0.620 2.486 -4.672
H -0.888 -1.501 -4.480
H -0.978 -0.027 -5.415
H -2.086 -0.289 -4.084
H 1.779 -1.500 -3.715
H 1.289 -1.571 -2.028
H 2.488 -0.406 -2.545
H -1.637 2.071 -4.102
H -2.864 4.155 -4.274
H -3.262 5.570 -2.285
H -2.376 4.816 -0.072
C -1.372 -4.531 0.070
N -1.895 -3.221 -0.241
C -1.626 -2.836 -1.609
C -1.547 -2.189 0.726
C -0.057 -2.018 0.994
C 0.579 -2.928 1.834
C 1.954 -2.924 1.989
C 2.711 -2.023 1.260
C 2.078 -1.075 0.476
C 0.678 -0.986 0.377
H -1.831 -5.257 -0.600
H -1.645 -4.792 1.090
H -0.280 -4.607 -0.033
H -2.010 -3.611 -2.272
H -0.558 -2.685 -1.815
H -2.145 -1.903 -1.820
H -2.065 -2.430 1.662
H -1.951 -1.247 0.328
H -0.020 -3.634 2.394
H 2.430 -3.632 2.651
H 3.791 -2.048 1.314
H 2.696 -0.368 -0.069
```